No. 1
Below is C11H21N3O4 as an isolated structure in a non-equilibrium geometry, with properties calculated with ωB97M-V with the def2-TZVPD basis set.

Geometry as XYZ:
```
39
Properties=species:S:1:pos:R:3:mulliken_charge:R:1
C -1.85406 -1.67695 -0.21956 0.088
C -0.83829 -0.40475 -0.58679 0.087
C -3.19636 -1.13057 0.20451 -0.753
C -3.93691 -0.42795 -0.85323 -0.806
C -4.51621 0.83237 -0.33016 0.365
C 1.61065 0.09577 -0.75594 -0.303
C 2.78875 -0.81298 -1.19254 0.080
C 2.00240 0.61123 0.71265 0.295
C 2.49620 -0.57154 1.69167 -0.608
C 2.86309 1.91466 0.79719 -0.845
C 2.77001 2.79599 -0.60273 -0.767
H -1.11220 -3.67516 0.32436 0.276
H -1.28791 -2.41241 1.58551 0.268
H -2.07538 -2.19036 -1.06946 0.371
H -3.75706 -2.00169 0.71938 0.279
H -2.98482 -0.28552 0.97837 0.670
H -4.72273 -0.94933 -1.07189 0.614
H -3.45725 -0.22415 -1.89238 0.281
H -2.68380 1.46740 0.12303 0.251
H -3.74787 2.51756 0.68295 0.380
H 0.53180 -1.70270 0.01519 0.363
H 1.44179 0.76865 -1.74976 0.451
H 0.90459 0.90184 1.01081 0.339
H 2.19833 -1.82802 1.25384 0.250
H 1.71253 0.13386 2.72278 0.249
H 3.93094 -0.19566 1.87819 0.198
H 3.95712 1.67700 0.69811 0.317
H 2.86086 2.53872 1.77180 0.390
H 3.65270 2.21229 -1.54110 0.158
H 3.34829 3.78546 -0.25524 0.332
H 1.50941 2.94044 -1.19377 0.164
H 4.12677 -2.16356 -0.52457 0.408
N -1.03885 -2.54701 0.52673 -0.656
N -3.54128 1.42295 0.83024 -0.730
N 0.39231 -0.80823 -0.63747 -0.052
O -1.21384 0.66640 -0.98247 -0.798
O -5.69742 1.08918 -0.72630 -0.578
O 3.61966 -0.26296 -1.86060 -0.478
O 2.94405 -2.10027 -0.48136 -0.551
```

As for the calculated total energy: -896.5498 hartree. The HOMO energy is -0.3388 hartree. Its spin multiplicity is 1. The calculation puts the HOMO-LUMO gap at 9.3 eV. The relative energy (zero: lowest compared OMol25 entry of this formula, charge and spin) is 1337.5 kJ/mol. The strongest force on any atom is 0.14482 Eh/bohr.

No. 2
Below is a single C11H21N3O5 molecule in a non-equilibrium geometry, with properties calculated with ωB97M-V with the def2-TZVPD basis set.

Geometry as XYZ:
```
40
Properties=species:S:1:pos:R:3:mulliken_charge:R:1
N -2.67250 -1.77532 -0.07757 -0.374
C -3.54977 -0.82067 -0.60242 -0.829
C -2.88484 0.44632 -0.98258 -0.606
C -1.87039 1.00623 0.02429 0.126
C -1.27714 2.48416 -0.37236 -1.186
C -0.17191 2.65433 0.80308 0.190
N 0.74923 3.78500 0.58543 -0.729
C 0.70215 1.31123 1.14827 0.114
O 0.62192 0.69438 2.18358 -0.625
N 1.52180 1.06413 0.05480 -0.086
C 2.20848 -0.23192 -0.03198 0.144
C 1.56135 -1.27682 -0.91454 -0.680
C 1.54427 -2.64824 -0.26823 -1.258
C 0.47841 -3.00799 0.89181 0.594
O 0.77677 -2.75042 2.08477 -0.585
O -0.69121 -3.25284 0.38985 -0.418
C 3.64629 0.01149 -0.50554 0.337
O 4.20009 1.11469 -0.55628 -0.617
O 4.31788 -1.11799 -0.58799 -0.417
H -2.27491 -2.42622 -0.69905 0.203
H -2.10430 -1.65997 0.76632 0.287
H -4.06966 -1.09834 -1.50850 0.356
H -4.30207 -0.54490 0.22693 0.315
H -2.40444 0.49778 -2.07777 0.292
H -3.54629 1.23217 -1.01858 0.441
H -1.09526 0.26981 0.30595 -0.302
H -2.40174 1.08903 0.96807 0.324
H -1.99581 3.29528 -0.27435 0.448
H -0.74921 2.51325 -1.27269 0.441
H -0.86521 2.97600 1.62727 0.347
H 1.46033 3.78808 1.34417 0.228
H 0.41832 4.73796 0.74832 0.263
H 2.00405 1.81422 -0.41766 0.419
H 2.13498 -0.59706 1.07361 0.344
H 2.06061 -1.37783 -1.87627 0.484
H 0.46787 -1.12524 -1.09790 0.210
H 2.41027 -2.78339 0.20977 0.571
H 1.52284 -3.51971 -0.90155 0.482
H -1.15831 -3.77678 1.04539 0.377
H 5.27703 -0.99386 -0.43786 0.376
```

Its SMILES is NCCCC[C@H](N)C(=O)N[C@@H](CCC(=O)O)C(=O)O. As for the calculated total energy: -972.1492 hartree. The HOMO energy is -0.3186 hartree. Its spin multiplicity is 1. The calculation puts the HOMO-LUMO gap at 9.1 eV. The relative energy (zero: lowest compared OMol25 entry of this formula, charge and spin) is 315.6 kJ/mol. The strongest force on any atom is 0.13115 Eh/bohr.

No. 3
Below is a 5-piece molecular cluster, C11H21N9O8 overall, with properties calculated with ωB97M-V with the def2-TZVPD basis set.

Geometry as XYZ:
```
49
Properties=species:S:1:pos:R:3:mulliken_charge:R:1
O -1.83052 2.47301 -4.82639 -0.357
N -1.96595 1.32873 -4.69980 0.246
O -0.71170 0.65664 -4.80808 -0.220
C -0.71276 -0.45511 -3.89968 -0.825
C -0.59225 -0.00461 -2.46917 0.627
C 0.40178 0.77257 -2.04909 -0.284
C 0.45763 1.24099 -0.64689 0.436
O 1.17477 2.17857 -0.33299 -0.694
C -0.41294 0.56790 0.34168 -0.263
C -1.40822 -0.21441 -0.05600 -0.738
C -1.64400 -0.44591 -1.50285 0.492
O -2.66609 -0.97937 -1.88721 -0.560
H -1.65045 -0.99857 -4.02404 0.327
H 0.14101 -1.06716 -4.18065 0.307
H 1.19073 1.10601 -2.71186 0.513
H -0.19800 0.74800 1.38690 0.353
H -2.08145 -0.69148 0.64154 0.465
N 1.79756 2.57851 2.62792 -0.235
C 2.98850 2.96792 3.15528 0.495
N 4.00559 3.09446 2.25373 -0.355
O 3.15165 3.19283 4.34880 -0.657
H 1.67316 2.39197 1.64412 0.307
H 1.02552 2.48267 3.26024 0.171
H 4.89952 3.38193 2.60417 0.209
H 3.88908 2.92221 1.27263 0.157
N 1.68252 5.51842 6.55792 -0.320
C 1.55768 4.82826 7.73088 0.552
N 1.87096 3.50098 7.63937 -0.319
O 1.19759 5.35239 8.77164 -0.662
H 1.98462 5.08303 5.70283 0.186
H 1.46803 6.49676 6.57313 0.187
H 1.79862 2.95188 8.47399 0.185
H 2.17214 3.07272 6.78025 0.197
N -0.27818 -4.04194 -1.74450 -0.215
C 0.62469 -3.31605 -1.04323 0.544
N 1.71470 -3.98066 -0.56381 -0.444
O 0.45932 -2.11293 -0.85448 -0.461
H -0.19632 -5.02412 -1.92530 0.164
H -1.11407 -3.57651 -2.06165 0.131
H 2.38655 -3.45041 -0.04189 0.229
H 1.86566 -4.96103 -0.70434 0.145
N -4.16763 -3.34464 -4.39642 -0.378
C -3.55501 -4.44581 -3.87476 0.695
N -3.52810 -5.55117 -4.67680 -0.405
O -3.06472 -4.43199 -2.75644 -0.689
H -4.58355 -3.31907 -5.30765 0.160
H -4.19734 -2.52390 -3.81657 0.225
H -3.09038 -6.37494 -4.31024 0.223
H -3.92997 -5.57759 -5.59421 0.153
```

Its SMILES is O=NOCC1=CC(=O)C=CC1=O.NC(N)=O.NC(N)=O.NC(N)=O.NC(N)=O. As for the calculated total energy: -1526.5389 hartree. The HOMO energy is -0.3402 hartree. Its spin multiplicity is 1. The calculation puts the HOMO-LUMO gap at 7.9 eV. The strongest force on any atom is 0.01059 Eh/bohr.

No. 4
Below is C11H22CdN6O5 as an isolated structure in a non-equilibrium geometry, with properties calculated with ωB97M-V with the def2-TZVPD basis set.

Geometry as XYZ:
```
45
Properties=species:S:1:pos:R:3:mulliken_charge:R:1
O 3.55915 -0.04831 -2.33966 -0.525
H 4.50688 0.09258 -2.28952 0.258
Cd 0.87469 0.21959 -0.57520 1.371
N -1.10885 -0.84409 -1.10776 0.152
N 0.83130 -1.21553 -2.95564 0.259
O -2.24816 -0.37758 -0.41387 -0.401
O 1.77103 -1.44551 -3.79480 -0.774
C -1.49353 -1.33016 -2.29450 -0.065
C -0.48307 -1.55326 -3.30112 0.329
C -2.96234 -1.34153 -2.56314 -1.313
C -0.75146 -1.88110 -4.72416 -1.187
H -3.36950 -0.30937 -2.63200 0.262
H -3.50305 -1.84581 -1.74173 0.346
H -3.18779 -1.84660 -3.52463 0.357
H -0.02695 -2.64600 -5.03867 0.306
H -0.51775 -0.95224 -5.26291 0.263
H -1.77608 -2.18880 -4.96237 0.376
H -1.84847 0.07044 0.37701 0.549
H 3.44424 -0.51242 -3.18121 0.295
O 0.71955 -1.80618 0.68754 -0.718
H -0.16790 -1.87957 0.22902 0.419
H 1.28546 -2.52551 0.29889 0.250
C -0.15700 2.02407 -0.61933 -1.390
H -0.16866 2.73406 0.27520 0.360
H -0.95257 2.10706 -1.37060 0.333
H 0.75143 2.39495 -1.14403 0.170
O -2.78602 2.94769 1.69466 -0.663
H -3.49369 3.23666 1.05351 0.314
H -1.97291 2.82915 1.17660 0.257
N 2.47880 0.78241 3.62863 -0.139
C 3.75864 0.75100 3.13760 -0.408
C 3.63425 0.49970 1.79183 -0.561
N 2.28333 0.45640 1.46044 -0.077
C 1.58786 0.59402 2.60910 0.304
C 0.16368 0.40901 2.84271 -0.114
N -0.84874 0.33446 1.96850 0.077
C -1.98636 0.29280 2.72919 -0.374
C -1.70412 0.27258 4.06794 -0.748
N -0.31770 0.35666 4.16461 -0.151
H 2.22538 1.01523 4.58644 0.219
H 4.62714 0.90533 3.76085 0.410
H 4.41731 0.30616 1.08258 0.431
H -2.94269 0.32237 2.24384 0.350
H -2.36464 0.24060 4.93446 0.397
H 0.21985 0.35462 5.03569 0.193
```

As for the calculated total energy: -1304.6556 hartree. The HOMO energy (alpha / beta) is -0.2396 / -0.2397 hartree. Its spin multiplicity is 1. The calculation puts the HOMO-LUMO gap (alpha / beta) at 6.5 / 6.5 eV. The relative energy (zero: lowest compared OMol25 entry of this formula, charge and spin) is 0.0 kJ/mol. The strongest force on any atom is 0.05505 Eh/bohr.

No. 5
Below is a 2-piece molecular cluster, C11H22Cl4NO6SSi overall in a non-equilibrium geometry, with properties calculated with ωB97M-V with the def2-TZVPD basis set.

Geometry as XYZ:
```
46
Properties=species:S:1:pos:R:3:mulliken_charge:R:1
C -4.99559 1.60637 0.10394 -1.290
C -3.97998 0.89615 -0.72250 0.886
Cl -4.33803 0.92936 -2.43968 -0.213
C -2.91930 0.27955 -0.29602 -0.069
Cl -2.62364 0.23276 1.44040 -0.289
Si -1.62458 -0.62632 -1.35731 0.018
C -1.16099 0.35038 -2.92476 -0.967
C -1.04657 1.87875 -2.63736 -0.597
C 0.30092 2.48137 -3.04058 -0.696
C 0.45944 3.84562 -2.33696 -0.490
N 1.87028 4.26283 -2.21716 -0.679
C -0.00990 -0.89938 -0.41917 -0.610
C -0.04842 -1.99232 0.66248 -0.849
C 1.39077 -2.28202 1.18722 -0.824
C 1.63734 -2.01076 2.67049 -0.630
S 0.83781 -0.53030 3.29589 1.127
O 0.73889 0.50186 2.32718 -0.522
O -0.36071 -0.90595 3.96399 -0.566
Cl 2.12159 0.16899 4.76595 -0.288
H -4.76351 1.56582 1.16025 0.387
H -4.95071 2.66119 -0.18710 0.291
H -6.00010 1.26665 -0.14213 0.322
H -2.12680 -1.94845 -1.79180 -0.211
H -1.88533 0.13176 -3.70684 0.498
H -0.18199 -0.02264 -3.23505 0.495
H -1.80812 2.37004 -3.24244 0.350
H -1.25508 2.07972 -1.58540 0.370
H 1.15277 1.86472 -2.74345 0.480
H 0.33199 2.68162 -4.11274 0.216
H 0.03580 3.71609 -1.33091 0.316
H -0.16008 4.60493 -2.81688 0.322
H 2.38727 3.42610 -1.96018 0.260
H 1.93877 4.88038 -1.41396 0.250
H 0.72119 -1.20415 -1.17471 0.502
H 0.32575 0.07339 -0.04621 0.266
H -0.75670 -1.78161 1.46073 0.391
H -0.41685 -2.89127 0.16224 0.472
H 1.56061 -3.35093 1.05873 0.349
H 2.12423 -1.78850 0.55588 0.327
H 1.36379 -2.82730 3.33168 0.449
H 2.71767 -1.84973 2.78931 0.491
O 6.12279 -4.45100 3.38547 -0.671
Cl 4.68411 -4.37550 3.39188 1.682
O 4.13730 -5.32075 2.44526 -0.667
O 4.27025 -3.03510 3.00850 -0.716
O 4.18167 -4.66244 4.71384 -0.671
```

As for the calculated total energy: -3466.7953 hartree. The HOMO energy is -0.2303 hartree. Its spin multiplicity is 1. The calculation puts the HOMO-LUMO gap at 8.3 eV. The strongest force on any atom is 0.04213 Eh/bohr. The charge is -1.

No. 6
Below is a 2-piece molecular cluster, C11H22ClFN3O4P overall in a non-equilibrium geometry, with properties calculated with ωB97M-V with the def2-TZVPD basis set.

Geometry as XYZ:
```
43
Properties=species:S:1:pos:R:3:mulliken_charge:R:1
C 3.26955 -1.21307 1.67628 -1.069
C 3.06997 -1.00924 0.09733 -0.159
N 1.79754 -1.56924 -0.45450 -0.606
N 0.77779 -0.63639 -0.53294 0.472
C 0.72656 0.49904 -1.26374 0.735
C 1.83269 1.08647 -2.24768 -0.704
C 2.07861 2.66400 -2.05210 -0.593
C 2.01224 3.17401 -0.53785 -0.226
F 2.91338 2.49701 0.36268 -0.299
C -0.71654 1.23004 -1.05121 -0.846
C -1.54434 -0.16594 -0.82829 -0.095
P -3.38686 -0.08615 -0.42909 0.663
N -4.09616 -1.38382 -1.07274 -0.829
O -3.98180 1.35289 -1.16881 -0.518
O -3.58385 0.03363 1.24629 -0.349
C -0.51488 -0.78756 0.22529 -0.356
C -0.85363 -2.16532 0.97490 -0.510
C -0.66420 -1.87224 2.56528 0.351
O -1.37805 -1.04626 3.18319 -0.401
Cl 0.65495 -2.70525 3.55253 -0.182
H 2.96983 -2.29098 1.91849 0.240
H 2.63409 -0.48046 2.28049 0.237
H 4.38386 -1.09233 1.96691 0.380
H 3.25945 0.09202 -0.13996 0.104
H 3.92858 -1.59646 -0.41504 0.366
H 1.93566 -2.07201 -1.34232 0.299
H 1.43377 0.92154 -3.32307 0.382
H 2.83078 0.50250 -2.21561 0.311
H 1.32717 3.24584 -2.70282 0.342
H 3.13188 2.91780 -2.45174 0.362
H 2.32690 4.28845 -0.53601 0.337
H 0.97105 3.14320 -0.06384 0.168
H -1.07309 1.93460 -1.87598 0.276
H -0.85670 1.77338 -0.04300 0.386
H -1.50432 -0.63791 -1.87001 0.211
H -4.54717 -1.86201 -0.26007 0.376
H -4.13851 1.99596 -0.43853 0.323
H -3.59421 -0.91399 1.57613 0.173
H -0.42367 -0.00318 1.06046 0.352
H -1.95354 -2.48123 0.83774 0.363
H -0.13697 -3.02758 0.74104 0.383
O -5.60998 -1.46592 2.19434 -0.997
H -5.70788 -0.78784 2.85764 0.146
```

As for the calculated total energy: -1798.7110 hartree. The HOMO energy is -0.1890 hartree. Its spin multiplicity is 1. The calculation puts the HOMO-LUMO gap at 2.9 eV. The strongest force on any atom is 0.11444 Eh/bohr.